{"formula": "C27H57BN3O5", "method": "ωB97M-V/def2-TZVPD", "lumo_ev": [0.49, 0.47], "orbital_gap_ev": [8.23, 9.48], "charge": 0, "multiplicity": 4, "s2": 3.7625, "elements": ["O", "O", "O", "O", "O", "N", "N", "N", "C", "C", "C", "C", "C", "C", "C", "C", "C", "C", "C", "C", "C", "C", "C", "C", "C", "C", "C", "C", "C", "C", "C", "C", "C", "C", "C", "B", "H", "H", "H", "H", "H", "H", "H", "H", "H", "H", "H", "H", "H", "H", "H", "H", "H", "H", "H", "H", "H", "H", "H", "H", "H", "H", "H", "H", "H", "H", "H", "H", "H", "H", "H", "H", "H", "H", "H", "H", "H", "H", "H", "H", "H", "H", "H", "H", "H", "H", "H", "H", "H", "H", "H", "H", "H"], "coordinates": [[-1.8126, 2.9228, 1.3431], [1.0344, -5.7958, -3.0520], [-0.5160, -2.0389, -2.1196], [3.4234, -5.8932, -3.0495], [3.6998, -2.8130, 2.5869], [-1.1864, 3.9343, 1.8075], [-1.1151, -1.3475, -3.0120], [2.7919, -1.9167, 2.5151], [3.8059, -1.5535, 0.3055], [0.5379, 4.4144, 0.1190], [-0.0358, 4.7160, 3.9109], [-1.8791, 4.9414, -0.3158], [0.2402, -2.6127, 1.3614], [2.0813, 0.0377, 1.0917], [-2.3451, 0.8560, -3.3028], [1.6211, 4.1704, 1.1631], [-1.5280, 0.1181, -1.0973], [-3.4240, -1.1191, -2.1864], [-2.8703, -2.7801, -3.9809], [-0.6026, 6.3402, 1.2608], [-0.1989, 3.5738, 2.8881], [1.4606, -2.3631, 0.4850], [-1.4958, -2.1369, -4.2322], [-1.4910, -1.2535, -5.4970], [2.5174, -1.4434, 1.1132], [0.8983, -0.8868, 3.8500], [-0.7358, 2.3572, 3.6359], [-3.9278, -1.8240, -3.4412], [1.1313, 3.1878, 2.2187], [-0.7737, 4.9135, 0.7339], [2.1803, -2.8049, 4.7143], [0.6579, -3.1227, 2.7361], [1.6287, -2.1700, 3.4431], [-0.4599, -3.2379, -4.4263], [-2.1082, -0.3705, -2.4189], [2.2515, -5.2703, -2.6823], [0.7377, -6.5514, -2.5389], [-0.7702, 1.4729, 3.0054], [3.6207, -1.1075, -0.6741], [-2.7351, -3.5965, -3.2649], [-2.8346, 5.2079, 0.1369], [-0.4713, -3.9718, -3.6297], [0.1936, -1.1418, 4.6428], [-1.7395, 2.5501, 4.0144], [-0.5397, 0.5555, -1.2519], [1.0109, 4.8436, 4.1900], [-1.4324, -0.6959, -0.3846], [1.3576, -2.9311, 5.4203], [2.2873, -4.2131, -2.1176], [-0.2102, -3.2666, 3.3856], [1.2603, 0.1871, 0.3877], [-0.5967, 4.4823, 4.8157], [4.1172, -2.5856, 0.1708], [-0.6825, -3.7391, -5.3715], [0.8654, 5.1470, -0.6234], [-2.9039, 0.6416, -4.2102], [-2.1783, 0.8832, -0.6691], [3.9546, -6.2784, -2.3496], [-1.4896, 6.6619, 1.8082], [0.2680, 6.4707, 1.8978], [-0.5856, -1.4435, -6.0729], [-2.9272, 1.5743, -2.7239], [-1.6242, 5.6941, -1.0637], [2.9166, 0.6633, 0.7737], [1.9376, 5.1105, 1.6241], [-3.2000, -3.2320, -4.9195], [-4.8281, -2.3920, -3.1986], [-3.2635, -1.8632, -1.3998], [1.5987, -0.1471, 4.2421], [-1.9900, 3.9783, -0.8060], [1.8763, 3.0632, 3.0088], [2.5056, 3.7553, 0.6757], [0.5420, -2.8112, -4.4904], [4.6147, -1.0095, 0.7939], [1.0000, 2.2085, 1.7487], [-0.4760, 6.9998, 0.4016], [0.3258, -0.4346, 3.0449], [2.6300, -3.7733, 4.5161], [1.9314, -3.3250, 0.2602], [1.7680, 0.4094, 2.0600], [1.1461, -4.0963, 2.6276], [-0.3631, -1.7043, 1.4516], [-4.2200, -1.0983, -4.2056], [-4.1594, -0.4039, -1.8093], [2.9362, -2.1637, 5.1688], [-0.0722, 2.1674, 4.4829], [1.1535, -1.9315, -0.4686], [-0.4068, 5.6687, 3.5544], [0.3363, 3.4799, -0.4146], [-1.5057, -0.1918, -5.2823], [-1.3992, 1.3265, -3.5761], [-2.3468, -1.4805, -6.1342], [-0.3965, -3.3518, 0.8709]], "forces_ev_per_angstrom": [[-0.32, -0.04, 0.03], [-0.04, 0.23, 0.34], [0.29, 0.02, -0.07], [-0.39, -0.57, 0.17], [0.20, 0.10, 0.11], [0.57, -0.24, -0.27], [-0.57, -0.20, 0.29], [-0.32, -0.35, -0.23], [-0.03, -0.04, -0.02], [0.04, -0.04, -0.04], [-0.09, 0.03, -0.04], [0.05, -0.03, -0.04], [0.01, 0.02, 0.00], [0.08, -0.13, 0.12], [0.04, 0.00, -0.01], [-0.01, 0.03, 0.04], [-0.06, 0.04, 0.09], [-0.01, -0.07, 0.02], [-0.01, -0.05, 0.04], [-0.02, -0.01, 0.03], [-0.08, 0.15, 0.16], [-0.06, -0.02, -0.04], [0.11, 0.14, -0.18], [0.06, 0.07, 0.06], [0.02, 0.23, 0.00], [0.06, -0.03, -0.03], [0.04, 0.01, -0.02], [0.02, 0.02, -0.02], [-0.05, -0.04, -0.05], [-0.13, 0.14, 0.13], [-0.05, -0.06, -0.02], [-0.02, -0.05, -0.02], [0.06, 0.19, 0.07], [-0.11, 0.01, -0.09], [0.18, 0.14, -0.11], [0.12, 0.17, -0.11], [0.07, -0.24, -0.32], [-0.03, 0.04, 0.00], [0.02, -0.01, 0.00], [0.04, 0.04, 0.04], [0.00, 0.01, 0.00], [0.00, 0.01, 0.03], [0.00, 0.03, 0.02], [0.00, 0.01, 0.01], [0.00, 0.01, -0.01], [0.01, -0.01, 0.01], [0.02, -0.01, 0.02], [0.02, -0.01, 0.01], [-0.03, -0.01, -0.03], [-0.01, -0.02, -0.02], [-0.01, 0.01, 0.01], [0.01, 0.01, 0.01], [0.01, -0.01, 0.01], [0.03, -0.01, 0.01], [0.03, -0.02, -0.01], [-0.03, 0.01, 0.03], [0.00, 0.00, -0.03], [0.30, 0.35, -0.02], [0.00, 0.01, 0.00], [0.02, 0.00, -0.03], [-0.01, 0.00, -0.02], [0.01, 0.02, -0.01], [-0.02, -0.01, 0.00], [-0.01, 0.03, -0.01], [-0.03, 0.01, 0.01], [-0.02, -0.04, 0.02], [-0.03, 0.03, -0.03], [0.04, 0.01, 0.00], [-0.01, 0.01, 0.00], [-0.01, -0.01, 0.00], [0.03, -0.04, -0.02], [0.03, 0.03, 0.01], [0.00, 0.00, 0.00], [0.00, 0.01, -0.01], [-0.09, 0.22, 0.00], [-0.01, 0.02, 0.01], [0.00, -0.06, 0.03], [0.02, 0.00, 0.00], [0.05, 0.00, 0.07], [0.07, -0.12, -0.06], [0.04, 0.02, 0.01], [0.03, 0.02, 0.02], [0.04, 0.02, 0.00], [-0.03, -0.03, -0.01], [0.00, 0.01, 0.00], [-0.02, -0.02, 0.00], [0.01, -0.06, -0.03], [0.01, -0.01, 0.02], [-0.04, -0.01, 0.02], [0.00, -0.03, -0.02], [-0.01, 0.01, 0.00], [0.00, -0.01, -0.01], [-0.04, 0.03, -0.01]], "lowdin_charge": [-0.0336, 0.0984, -0.0390, 0.1086, -0.0293, -0.0991, -0.0902, -0.1042, -0.0441, -0.1306, -0.0115, -0.0392, -0.1677, -0.0152, -0.0376, -0.1632, -0.0360, -0.1312, -0.1360, -0.0404, -0.4612, -0.1383, -0.4682, -0.0127, -0.4572, -0.0457, -0.0445, -0.1725, -0.1389, -0.4866, -0.0433, -0.1304, -0.4841, -0.0465, -0.4766, -0.4826, 0.1005, 0.0633, 0.0939, 0.1236, 0.0932, 0.0590, 0.0928, 0.0941, 0.0855, 0.0903, 0.0654, 0.0866, 0.0912, 0.1239, 0.0814, 0.0812, 0.0763, 0.0987, 0.1254, 0.0644, 0.0850, 0.0926, 0.0939, 0.0646, 0.0807, 0.0871, 0.0882, 0.0860, 0.1074, 0.1209, 0.1126, 0.1257, 0.0951, 0.0699, 0.1273, 0.1126, 0.0961, 0.0900, 0.0846, 0.0887, 0.0475, 0.0779, 0.1121, 0.0346, 0.1249, 0.0974, 0.1063, 0.1260, 0.0913, 0.0929, 0.0979, 0.0517, 0.1210, 0.0508, 0.0935, 0.0888, 0.1160]}

=====

{"formula": "C27H57N4O9S4", "method": "ωB97M-V/def2-TZVPD", "de_lowest_ev": 0.980, "lumo_ev": -4.81, "orbital_gap_ev": 6.99, "charge": 1, "elements": ["S", "S", "S", "S", "O", "O", "O", "O", "O", "O", "O", "O", "O", "N", "N", "N", "N", "C", "C", "C", "C", "C", "C", "C", "C", "C", "C", "C", "C", "C", "C", "C", "C", "C", "C", "C", "C", "C", "C", "C", "C", "C", "C", "C", "H", "H", "H", "H", "H", "H", "H", "H", "H", "H", "H", "H", "H", "H", "H", "H", "H", "H", "H", "H", "H", "H", "H", "H", "H", "H", "H", "H", "H", "H", "H", "H", "H", "H", "H", "H", "H", "H", "H", "H", "H", "H", "H", "H", "H", "H", "H", "H", "H", "H", "H", "H", "H", "H", "H", "H", "H"], "coordinates": [[-2.7426, -4.0304, 4.0202], [-6.0105, -0.0157, 3.1734], [3.6002, -3.9259, -1.4526], [-1.9755, -1.8392, -1.0096], [-3.1828, -5.3976, 4.2015], [-1.0571, -1.8385, 0.1096], [2.5717, 0.9036, -1.0534], [-6.1000, -0.9185, 2.0431], [4.6215, -3.5174, -2.3963], [-3.6264, -2.9887, 3.5363], [-1.5218, -1.8862, -2.3852], [-7.1793, 0.4355, 3.8989], [2.7066, -5.0355, -1.7102], [-1.1647, 2.9168, -4.1940], [3.9297, 2.8115, -1.9224], [1.3548, 2.9031, -3.6442], [-0.2770, 0.8595, -3.1150], [-1.9788, -3.4780, 5.5325], [2.4557, -2.6105, 0.4938], [4.4553, 1.5593, 0.5442], [2.2908, 5.0629, -0.1732], [-0.1361, -3.5267, 3.9476], [-3.1734, -3.1340, -0.7561], [-3.6201, 0.2781, 4.2924], [-0.5187, -3.8793, 5.3842], [-5.0580, 1.4118, 2.6934], [4.3439, -4.1565, 0.1553], [3.6207, 1.7549, -0.8790], [-4.4920, -1.0979, -0.5973], [1.2426, 4.4089, -3.5795], [0.9934, 4.2843, -0.8254], [2.6213, -2.5026, -1.0147], [0.4300, 4.9422, -2.2178], [3.3323, 3.1938, -5.4056], [-4.8262, -0.6582, 4.3465], [-0.0585, 2.2841, -3.6621], [4.4436, 2.0306, -3.1503], [-4.1281, 1.6566, 3.8724], [-3.1132, -0.4760, -0.8121], [4.6545, 2.9804, -4.4671], [-1.2509, -4.0392, 3.0371], [3.8260, -3.0182, 1.0329], [-4.2821, -2.4682, 0.0453], [1.9838, 2.4049, -4.9238], [3.1169, 5.3676, -0.9472], [-3.0893, 0.1497, -1.7079], [5.4323, -4.1275, 0.0596], [-2.7112, -3.9739, -0.2345], [0.6808, 6.1065, -2.1661], [0.6242, 4.8669, -4.4880], [-1.3866, -3.3942, 2.1653], [4.0293, -5.1315, 0.5375], [-3.9685, -2.3432, 1.0886], [1.9340, 6.0574, 0.3693], [0.6873, 0.4339, -2.9751], [-5.2923, -0.6537, 5.3356], [-2.0300, 3.1784, -3.6333], [-0.6838, 0.2582, -3.8924], [1.1786, 3.1070, -0.8938], [5.5122, 2.0528, 0.3676], [-2.0850, -2.3902, 5.5831], [-3.1043, 0.3135, 5.2571], [-0.4079, -4.9588, 5.5420], [5.4957, 2.4741, -5.1358], [-5.1985, -3.0655, 0.0367], [2.2019, 1.2399, -4.7813], [-0.7334, 4.8661, -2.3214], [-0.0512, -2.4376, 3.8496], [0.1151, 4.3979, -0.0260], [3.7738, -3.3218, 2.0831], [3.8302, 1.0453, -3.3383], [-1.2023, 3.2103, -5.2149], [1.7178, -3.3845, 0.7364], [3.1874, 4.3596, -5.5779], [2.1124, -1.6674, 0.9289], [-4.9956, -1.2216, -1.5637], [5.5335, 1.6658, -2.8270], [3.6115, 2.7629, -6.4833], [2.2944, 4.9703, -3.5255], [4.6446, 3.5005, -1.5990], [-1.0635, -5.0671, 2.7147], [2.8157, 4.4191, 0.6829], [1.6724, -2.5215, -1.5535], [-5.1238, -0.4532, 0.0217], [-3.5345, -3.4528, -1.7384], [-3.3068, 2.3275, 3.6040], [-2.4674, -3.9439, 6.3899], [4.5209, 0.3837, 0.7059], [-4.6832, 2.1140, 4.7001], [-2.7968, 0.1062, 0.0577], [-5.7225, 2.2529, 2.4885], [4.5111, -2.1639, 0.9712], [0.1155, -3.3641, 6.1115], [0.8306, -3.9576, 3.6689], [3.1909, -1.6086, -1.2854], [3.9271, 2.0788, 1.4531], [-2.9019, -0.0881, 3.5488], [-4.5555, -1.6795, 4.0670], [5.0874, 4.0594, -4.2017], [1.1991, 2.4520, -5.8219], [-4.4929, 1.1500, 1.7939]], "forces_ev_per_angstrom": [[0.15, -0.65, 0.23], [-0.15, -0.22, 0.42], [-0.01, -0.01, -0.39], [-0.47, -0.35, -0.04], [-0.12, 0.74, -0.21], [0.28, 0.04, -0.33], [6.14, 4.95, 0.34], [-0.36, 0.29, 0.25], [-0.41, -0.34, 0.11], [0.34, -1.10, -0.40], [0.52, 0.20, 0.20], [0.23, -0.24, -0.55], [0.44, 0.33, -0.11], [-0.31, 0.21, 0.21], [-0.04, -3.17, 1.31], [-4.28, -0.33, -1.07], [2.74, 3.60, -3.38], [0.15, 0.17, 0.51], [-0.19, 0.03, 0.20], [0.19, 0.35, -1.39], [0.00, 0.32, 0.57], [0.29, 0.21, -0.01], [-0.31, -0.38, 0.02], [0.21, -0.06, 0.03], [0.22, -0.18, 0.11], [0.21, 0.56, -0.17], [0.43, -0.18, 0.59], [-4.51, -2.72, 0.16], [-0.42, 0.08, -0.14], [-1.00, 2.46, 0.75], [-0.74, -0.28, 1.03], [-0.30, 0.39, 0.11], [1.21, 0.60, 0.04], [0.47, 0.01, -0.77], [0.06, -0.05, 0.46], [1.28, -2.73, 0.70], [2.13, 0.01, -0.17], [0.12, 0.22, 0.19], [-0.30, 0.60, 0.00], [0.38, -0.07, -0.23], [0.44, 0.03, -0.54], [0.05, 0.16, 0.24], [-0.07, 0.10, 0.32], [0.67, -1.36, -1.88], [-1.68, -0.69, 1.34], [0.22, -0.11, 0.14], [-0.21, -0.15, -0.16], [0.13, 0.12, -0.15], [-0.67, -2.46, -0.18], [1.56, -1.03, 1.61], [-0.11, -0.13, 0.07], [0.02, 0.11, -0.20], [-0.14, -0.09, -0.12], [0.69, -2.07, -1.28], [-1.30, 0.90, 0.70], [-0.12, 0.12, -0.20], [1.57, -1.28, -1.00], [-0.25, 1.14, 1.40], [-0.25, 2.67, -0.15], [-2.03, -1.18, 0.64], [-0.05, -0.12, -0.04], [-0.07, -0.01, -0.13], [-0.05, 0.15, 0.04], [-1.83, 0.99, 1.51], [0.18, 0.12, 0.07], [-0.28, 2.62, -0.33], [2.27, -0.09, 0.20], [-0.01, -0.13, 0.00], [1.87, -0.22, -1.70], [0.06, 0.05, -0.15], [0.97, 2.34, 0.41], [0.71, 0.06, 2.10], [0.03, 0.13, -0.08], [-0.12, -2.61, 0.46], [-0.02, -0.13, -0.12], [0.10, 0.01, 0.09], [-2.21, 0.56, -1.02], [-0.90, 0.84, 2.37], [-2.18, -1.91, -0.28], [-0.60, -1.14, -0.22], [-0.19, 0.11, 0.10], [-1.23, 1.23, -1.97], [0.14, -0.10, -0.05], [0.13, -0.23, -0.13], [0.17, 0.05, 0.08], [-0.13, -0.04, 0.04], [-0.12, 0.04, -0.21], [-0.10, 2.72, -0.31], [0.05, -0.03, -0.16], [0.11, -0.15, -0.11], [-0.06, -0.21, -0.03], [-0.06, -0.10, 0.01], [-0.12, -0.10, -0.08], [-0.16, 0.07, 0.01], [-0.07, -0.13, 0.02], [0.88, -1.04, -1.95], [-0.05, -0.01, 0.04], [-0.51, 0.65, 0.18], [-0.95, -2.46, -0.19], [1.67, 0.14, 1.69], [-0.09, -0.01, 0.07]], "lowdin_charge": [0.7083, 0.6906, 0.6728, 0.6653, -0.2986, -0.3347, -0.1061, -0.3253, -0.3331, -0.3482, -0.3521, -0.3114, -0.3171, 0.1377, -0.0004, -0.0711, 0.1739, -0.2220, -0.2302, -0.0157, -0.1478, -0.2168, -0.2196, -0.2197, -0.2173, -0.2332, -0.2230, -0.3076, -0.2146, -0.1895, -0.2512, -0.2386, -0.1832, -0.1807, -0.2300, -0.1832, -0.1959, -0.2228, -0.2284, -0.1754, -0.2164, -0.2194, -0.2162, -0.1924, 0.0644, 0.0913, 0.1074, 0.1106, 0.1302, 0.1330, 0.0792, 0.1093, 0.0949, 0.0904, 0.1037, 0.1158, 0.1593, 0.1258, 0.0905, 0.0916, 0.1035, 0.1156, 0.1259, 0.1261, 0.1333, 0.1398, 0.0947, 0.1197, 0.1159, 0.1144, 0.1245, 0.1590, 0.1157, 0.1179, 0.1142, 0.1241, 0.1368, 0.1334, 0.1405, 0.1153, 0.1150, 0.0780, 0.1029, 0.0880, 0.1142, 0.1148, 0.1164, 0.0923, 0.1244, 0.0983, 0.1118, 0.1036, 0.1209, 0.1140, 0.0842, 0.0933, 0.1132, 0.0380, 0.1263, 0.1345, 0.0885]}

=====

| no. | energy (Eh) |
| --- | --- |
| 1 | -1628.17746 |
| 2 | -3551.37820 |